1.
77
Properties=species:S:1:pos:R:3 method="wB97M-V/def2-TZVPD" spin_multiplicity=2 energy_ha=-7117.38277 max_force_ev_per_a=0.9 total_charge=+4 s2=0.756
Re 0.03 -0.28 0.29
C 4.38 1.57 6.47
C 4.01 0.15 6.10
N 2.91 0.10 5.09
C 3.24 -0.04 3.82
C 2.31 -0.08 2.78
C 2.87 -0.24 1.43
O 4.02 -0.21 1.14
O 1.91 -0.44 0.46
C 0.97 0.05 3.08
O -0.01 0.05 2.18
C 0.59 0.23 4.44
C -0.76 0.38 4.84
C -1.08 0.53 6.15
F -2.38 0.65 6.45
C -0.12 0.53 7.21
C 1.21 0.41 6.80
C 1.57 0.25 5.45
N -0.47 0.64 8.53
C 0.44 0.29 9.62
C 0.58 1.44 10.60
N -0.81 1.93 11.04
C -1.91 1.05 10.51
C -1.85 0.95 8.99
H 5.19 1.55 7.20
H 3.54 2.12 6.89
H 4.75 2.12 5.60
H 3.70 -0.44 6.95
H 4.85 -0.38 5.65
H 4.29 -0.13 3.59
H -1.55 0.37 4.11
H 2.00 0.46 7.53
H 1.43 0.06 9.25
H 0.09 -0.61 10.12
H 1.08 2.30 10.16
H 1.12 1.13 11.50
H -0.95 2.88 10.72
H -0.86 1.96 12.06
H -2.86 1.49 10.81
H -1.82 0.09 11.01
H -2.18 1.88 8.55
H -2.56 0.17 8.71
Br -6.56 0.96 0.20
C -4.77 0.58 0.20
C -4.32 -0.74 0.29
C -2.97 -0.98 0.29
N -2.05 0.01 0.18
C -2.49 1.29 0.07
C -3.83 1.60 0.09
C -1.42 2.28 -0.13
C -1.62 3.60 -0.43
C -0.53 4.40 -0.74
Br -0.78 6.17 -1.16
C 0.75 3.84 -0.76
C 0.89 2.51 -0.46
N -0.17 1.73 -0.11
H -5.02 -1.56 0.36
H -2.58 -1.98 0.36
H -4.16 2.63 0.02
H -2.62 4.02 -0.45
H 1.62 4.42 -1.02
H 1.86 2.03 -0.47
C -0.29 -3.53 -2.67
N -0.08 -4.12 -1.33
C 0.16 -5.58 -1.23
C -0.06 -3.37 -0.27
C 0.16 -3.92 1.09
O -0.23 -2.08 -0.44
H -0.54 -4.33 -3.35
H 0.62 -3.04 -3.00
H -1.11 -2.81 -2.64
H 0.11 -5.99 -2.23
H -0.60 -6.05 -0.61
H 1.15 -5.77 -0.82
H -0.62 -4.64 1.34
H 0.14 -3.12 1.83
H 1.12 -4.44 1.14



2.
77
Properties=species:S:1:pos:R:3 method="wB97M-V/def2-TZVPD" energy_ha=-4709.96998 max_force_ev_per_a=0.7 total_charge=+3
Sn 0.50 0.45 1.26
O 2.63 0.44 2.37
C 2.83 1.27 3.51
C 1.65 2.19 3.66
C 1.63 3.11 4.69
C 0.51 3.89 4.88
C -0.59 3.72 4.04
C -0.51 2.79 3.03
N 0.61 2.05 2.81
H 3.01 -0.44 2.50
H 3.75 1.85 3.37
H 2.93 0.67 4.41
H 2.49 3.19 5.34
H 0.48 4.62 5.68
H -1.50 4.28 4.17
H -1.35 2.61 2.37
O 4.56 -0.87 -4.28
C 4.95 0.16 -3.41
C 3.93 0.26 -2.32
C 4.06 1.20 -1.30
C 3.12 1.24 -0.30
N 2.06 0.41 -0.27
C 1.89 -0.47 -1.28
C 2.81 -0.57 -2.30
C 0.64 -1.28 -1.27
C 0.37 -2.26 -2.20
C -0.85 -2.93 -2.16
C -1.16 -4.00 -3.17
O 0.03 -4.34 -3.82
C -1.76 -2.57 -1.17
C -1.43 -1.59 -0.27
N -0.24 -0.96 -0.30
H 5.24 -1.03 -4.94
H 5.00 1.13 -3.92
H 5.93 -0.03 -2.95
H 4.89 1.89 -1.27
H 3.21 1.95 0.51
H 2.70 -1.28 -3.10
H 1.09 -2.54 -2.96
H -1.91 -3.59 -3.87
H -1.63 -4.85 -2.66
H -0.12 -5.06 -4.45
H -2.73 -3.05 -1.10
H -2.11 -1.29 0.51
Br -3.46 -5.20 6.32
C -2.59 -3.96 5.23
C -1.28 -4.22 4.81
C -0.64 -3.30 4.01
C -1.30 -2.13 3.61
C -2.61 -1.89 4.04
C -3.26 -2.80 4.84
C -0.63 -1.18 2.77
O 0.60 -1.32 2.39
O -1.22 -0.11 2.33
H -0.79 -5.12 5.12
H 0.38 -3.49 3.68
H -3.12 -0.98 3.73
H -4.27 -2.62 5.18
C -3.87 1.83 -3.61
C -2.43 2.03 -4.07
C -1.63 0.73 -4.06
C -1.71 3.13 -3.28
N -1.36 2.70 -1.91
C -0.21 2.25 -1.44
N -0.39 1.94 -0.17
N -1.70 2.18 0.10
N -2.28 2.64 -0.93
H -4.35 1.08 -4.24
H -4.45 2.75 -3.70
H -3.92 1.49 -2.58
H -2.44 2.42 -5.09
H -1.65 0.26 -3.07
H -0.59 0.89 -4.35
H -2.07 0.02 -4.76
H -2.30 4.04 -3.18
H -0.76 3.39 -3.76
H 0.71 2.19 -2.01



3.
70
Properties=species:S:1:pos:R:3 method="wB97M-V/def2-TZVPD" energy_ha=-4079.20054 max_force_ev_per_a=2.1 total_charge=+1
Ti 0.95 0.03 -0.68
Cl 3.02 0.42 0.38
C 2.86 -0.13 2.03
C 3.99 -0.26 2.82
C 3.84 -0.73 4.11
C 2.59 -1.09 4.59
C 1.47 -0.94 3.79
Cl -0.08 -1.40 4.37
C 1.58 -0.43 2.49
S 0.16 -0.14 1.54
H 4.96 0.01 2.44
H 4.71 -0.83 4.74
H 2.47 -1.48 5.59
C 0.69 3.13 1.71
Sb 0.51 2.77 -0.42
C 2.36 3.88 -0.79
C 0.62 -0.07 -2.72
C 2.07 -0.21 -2.66
C 2.88 0.95 -2.66
C 4.24 0.89 -2.39
C 4.83 -0.34 -2.13
C 4.07 -1.49 -2.17
C 2.70 -1.46 -2.42
C 1.92 -2.73 -2.41
Sb 0.75 -2.89 -0.56
C -0.30 -4.67 -1.19
C 2.31 -3.86 0.59
H 0.57 4.20 1.89
H 1.68 2.82 2.02
H -0.07 2.58 2.26
H 2.48 4.07 -1.86
H 3.23 3.36 -0.41
H 2.25 4.84 -0.28
H 0.29 0.87 -3.19
H 0.07 -0.92 -3.14
H 2.43 1.90 -2.95
H 4.83 1.79 -2.39
H 5.89 -0.40 -1.91
H 4.54 -2.46 -2.02
H 2.58 -3.60 -2.46
H 1.21 -2.77 -3.24
H 0.43 -5.44 -1.41
H -0.90 -4.45 -2.07
H -0.95 -5.01 -0.39
H 2.54 -4.82 0.13
H 1.95 -4.02 1.61
H 3.20 -3.23 0.62
Te -2.10 -0.32 -0.68
C -4.25 -0.47 -1.02
C -4.89 0.10 -2.10
C -6.28 0.04 -2.19
C -7.01 -0.59 -1.20
C -6.36 -1.16 -0.11
C -4.98 -1.10 -0.03
C -2.59 1.44 0.46
C -2.74 1.36 1.83
C -3.16 2.46 2.55
C -3.43 3.65 1.90
C -3.28 3.74 0.52
C -2.86 2.63 -0.20
H -4.33 0.59 -2.88
H -6.78 0.49 -3.03
H -8.09 -0.62 -1.26
H -6.93 -1.64 0.67
H -4.47 -1.55 0.82
H -2.55 0.42 2.34
H -3.29 2.39 3.62
H -3.77 4.51 2.46
H -3.50 4.67 0.01
H -2.79 2.68 -1.28